{
  "formula": "C3H9N5",
  "method": "ωB97M-V/def2-TZVPD",
  "symbols": ["C", "C", "C", "N", "N", "N", "N", "N", "H", "H", "H", "H", "H", "H", "H", "H", "H"],
  "coordinates": [[0.080, -0.478, 1.131], [-0.688, 0.172, 0.143], [1.226, 0.220, -0.342], [0.055, -1.835, 1.112], [-0.984, 1.544, 0.341], [-1.461, -0.537, -0.799], [1.820, 1.385, 0.023], [1.665, -0.574, -1.216], [0.722, -2.307, 1.701], [-0.241, -2.396, 0.316], [-1.509, 1.984, -0.400], [-1.374, 1.734, 1.252], [-1.892, -1.374, -0.429], [-2.126, 0.003, -1.331], [2.440, 1.796, -0.660], [1.231, 2.021, 0.539], [1.035, -1.357, -1.381]],
  "e_homo_ev": -7.976,
  "gap_ev": 8.683
}